Entry 1:
This record from the OMol25 dataset describes a structure of composition C22H39N5O3PSbSe6Ti in a non-equilibrium geometry. The level of theory is ωB97M-V/def2-TZVPD.

LUMO (spin up / spin down) = 1.64 / 1.43 eV
⟨S²⟩ = 0.76
energy relative to the best compared isomer or geometry (same formula, charge and spin) = 29.23 kcal per mole

```
! RIJCOSX wB97M-V def2-TZVPD def2/J DEFGRID3
* xyz -1 2
Ti -0.05008 0.30109 -0.14072
O 1.64390 1.22244 0.65361
N 1.51996 1.84428 1.76586
N 0.30813 2.06507 2.06647
O -0.65850 1.76172 1.23135
C 0.04001 2.55709 3.38729
C 0.87228 2.20848 4.43264
C 0.59073 2.72208 5.69046
C -0.50011 3.55247 5.88636
C -1.34950 3.85202 4.82614
C -1.08498 3.34981 3.56456
H 1.69416 1.51864 4.28874
H 1.20932 2.41529 6.52315
H -0.70721 3.95105 6.87156
H -2.22160 4.47326 4.98439
H -1.73746 3.54604 2.72510
C 2.41138 -0.75089 -3.14926
Se 1.33813 -1.29360 -1.55409
C 1.31096 -4.59763 0.16914
C 0.00086 -4.77787 0.16360
Se -1.81695 -1.33865 -0.28439
C -2.64456 -1.16536 -2.10339
H 2.66489 0.30298 -3.15876
H 1.84809 -0.99267 -4.04885
H 3.32865 -1.33403 -3.11693
H 1.80433 -4.15905 1.02687
H 1.93688 -4.90585 -0.66125
H -0.61500 -4.46094 0.99573
H -0.51069 -5.22560 -0.68244
H -3.39304 -1.95122 -2.18040
H -1.86943 -1.32743 -2.85283
H -3.11045 -0.19013 -2.22623
O -1.03125 1.51925 -1.53171
P -0.20944 2.28594 -2.54319
N 0.06983 1.39336 -3.90800
C -1.20244 1.02704 -4.57270
C -0.72790 0.15049 -5.71303
C 0.53099 0.87906 -6.20415
C 0.96922 1.76995 -5.02123
N 1.20430 2.80007 -1.88054
C 1.02303 3.90035 -0.89912
C 2.43559 4.20856 -0.43760
C 3.23330 4.04753 -1.72713
C 2.59889 2.81679 -2.37643
N -1.16175 3.58272 -2.93158
C -2.26196 4.05105 -2.07053
C -2.13797 5.57013 -2.12263
C -1.62800 5.82726 -3.54108
C -0.68739 4.64738 -3.81873
H -1.70442 1.92568 -4.96000
H -1.88288 0.53635 -3.88417
H -1.48766 0.03823 -6.48588
H -0.47760 -0.83942 -5.33095
H 0.31870 1.49356 -7.07927
H 1.32008 0.17841 -6.47162
H 0.87586 2.83055 -5.27712
H 2.00297 1.57372 -4.75912
H 0.34805 3.60068 -0.09591
H 0.59232 4.78088 -1.38992
H 2.76502 3.47459 0.29599
H 2.50696 5.20343 0.00056
H 4.29631 3.89089 -1.55097
H 3.11372 4.92537 -2.36799
H 3.10451 1.91187 -2.03857
H 2.65015 2.86693 -3.45878
H -2.17171 3.64205 -1.06623
H -3.22453 3.72352 -2.47543
H -1.41065 5.91472 -1.38513
H -3.08831 6.06331 -1.92221
H -1.12040 6.78471 -3.65083
H -2.46326 5.80385 -4.24346
H 0.35803 4.90271 -3.60106
H -0.73810 4.34537 -4.86814
Se 0.12309 -0.88327 5.93926
Sb 1.21022 -1.93710 3.97845
Se 0.14866 -1.35258 1.65479
Se 1.22955 -4.33519 4.06853
Se 3.27596 -0.76643 4.63706
*
```

Entry 2:
This record from the OMol25 dataset describes a cluster of 8 separate species, C20H44Cl6N6O6 in total in a non-equilibrium geometry. The level of theory is ωB97M-V/def2-TZVPD.

LUMO = 0.33 eV
energy relative to the best compared isomer or geometry (same formula, charge and spin) = 0.00 kcal per mole

```
! RIJCOSX wB97M-V def2-TZVPD def2/J DEFGRID3
* xyz 0 1
C 1.05588 4.56468 0.65698
C 0.95874 4.72224 2.16867
O 0.82941 3.78178 2.94900
N 1.00720 5.98985 2.61655
C 1.26808 6.29977 4.04307
H 0.04923 4.25498 0.37617
H 1.83023 3.84006 0.40519
H 1.23437 5.49004 0.10930
H 1.06789 6.76013 1.96610
H 1.72447 5.47097 4.58428
H 0.43441 6.67266 4.63809
H 1.92151 7.17102 3.99788
C 0.55125 0.73641 3.67529
C -0.08244 -0.48938 3.07396
O 0.37448 -0.94570 1.98086
N -1.10277 -1.03279 3.73506
C -1.78762 -2.21785 3.16753
H 1.06031 1.28399 2.88212
H 1.16151 0.15285 4.36460
H -0.22310 1.32667 4.16526
H -1.40757 -0.67252 4.62804
H -2.51184 -1.91875 2.40980
H -2.18329 -2.75703 4.02824
H -1.06935 -2.94488 2.78857
C -4.16550 -2.70372 -2.44649
C -5.39274 -2.73352 -3.32938
O -6.26695 -1.87393 -3.16620
N -5.38756 -3.75972 -4.11540
C -6.59754 -3.96568 -4.91234
H -3.31099 -2.13783 -2.81755
H -3.86749 -3.70790 -2.14499
H -4.44537 -2.29410 -1.47593
H -4.64475 -4.43951 -4.03651
H -7.43667 -3.88627 -4.22121
H -6.55732 -4.90638 -5.46150
H -6.75256 -3.16067 -5.63068
C -4.80724 1.08026 -1.75664
C -3.91031 2.18187 -1.35090
O -3.65406 3.04787 -2.15917
N -3.47683 2.28335 -0.05863
C -2.79412 3.31568 0.69953
H -4.42579 0.11710 -1.41763
H -5.09454 0.98482 -2.80375
H -5.77484 1.27380 -1.29362
H -3.64460 1.48765 0.54039
H -1.79781 3.02208 1.03007
H -3.32881 3.55027 1.61995
H -2.69106 4.24725 0.14306
C 5.56737 -1.23585 0.44796
C 4.11685 -0.90837 0.65495
O 3.27721 -1.33285 -0.15253
N 3.65886 -0.29967 1.76379
C 4.40904 0.26324 2.87825
H 5.69284 -1.66273 -0.54710
H 5.97216 -1.99182 1.12084
H 6.29998 -0.43292 0.52964
H 2.65222 -0.23364 1.81291
H 3.93210 0.26667 3.85836
H 4.58628 1.33392 2.77656
H 5.39855 -0.17943 2.99228
C 0.93270 -4.05193 -0.50819
C 1.80313 -4.30445 -1.76278
O 1.55922 -5.24572 -2.50257
N 2.83859 -3.52901 -2.00183
C 3.58562 -3.63523 -3.27300
H -0.08067 -4.03002 -0.90906
H 1.19334 -3.17759 0.08820
H 1.07037 -4.92389 0.13122
H 3.02533 -2.74055 -1.39888
H 3.13362 -2.95341 -3.99335
H 3.53438 -4.64276 -3.68575
H 4.55295 -3.17622 -3.06887
C 0.26875 -0.07738 -1.20340
Cl -1.51198 -0.22149 -1.50387
Cl 0.64937 1.29146 -0.05842
Cl 1.21667 -0.02366 -2.75012
H 0.55699 -0.98699 -0.67648
C 3.95454 1.95318 -1.53073
Cl 4.81266 2.46398 -0.04497
Cl 5.16905 1.65271 -2.78517
Cl 2.81711 3.19038 -2.18896
H 3.41944 1.02014 -1.35405
*
```

Entry 3:
This record from the OMol25 dataset describes a structure of composition C31H34N4O2Pd in a non-equilibrium geometry. The level of theory is ωB97M-V/def2-TZVPD.

LUMO (spin up / spin down) = -1.28 / -1.28 eV

```
! RIJCOSX wB97M-V def2-TZVPD def2/J DEFGRID3
* xyz 0 1
Pd -0.09017 -0.28115 -0.31444
O -0.75536 3.84268 -3.98749
C -1.78263 4.09606 -3.13751
C -2.71597 5.07942 -3.46778
C -3.80104 5.34067 -2.65166
C -3.98429 4.60652 -1.48862
C -3.06582 3.62496 -1.16406
C -1.94829 3.35630 -1.95325
C -1.05572 2.26110 -1.46175
O -1.57239 1.42661 -0.67836
N 0.24323 2.30543 -1.83877
N 0.88775 1.25507 -1.35077
C 2.13880 1.07394 -1.55692
C 2.75020 -0.09673 -0.93510
C 4.00475 -0.57216 -1.31170
C 4.53080 -1.68247 -0.68223
C 3.80117 -2.29919 0.32418
C 2.56043 -1.78019 0.63754
N 2.04093 -0.71119 0.03127
H -0.83930 4.42999 -4.74094
H -2.58272 5.64008 -4.38849
H -4.50967 6.10960 -2.93425
H -4.83192 4.79807 -0.84241
H -3.19076 3.02701 -0.26919
H 2.72012 1.76333 -2.16145
H 4.54047 -0.06715 -2.10746
H 5.50013 -2.07157 -0.97037
H 4.18531 -3.16114 0.85505
H 1.94634 -2.22531 1.40982
C -2.43801 0.85863 3.91452
C -2.76454 -0.34897 3.06896
C -3.91034 -1.10657 3.30461
C -4.19581 -2.22138 2.52106
C -5.41496 -3.06801 2.80363
C -3.36294 -2.56205 1.46837
C -2.21515 -1.78935 1.14131
C -1.93298 -0.71122 2.03155
N -1.32510 -1.96072 0.10688
C -1.36297 -2.92070 -1.02985
C -1.70325 -2.16087 -2.33642
C -1.55724 -3.07307 -3.56200
C -2.51943 -4.25657 -3.44271
C -2.18265 -5.03981 -2.17196
C -0.75210 -5.57531 -2.26104
C 0.21114 -4.39197 -2.37958
C -0.11442 -3.58509 -3.64224
C 0.06537 -3.49101 -1.15129
C -2.33178 -4.11842 -0.95128
H -3.07386 0.90812 4.79887
H -2.58438 1.77439 3.33638
H -1.39586 0.84018 4.23804
H -4.57415 -0.83565 4.12145
H -5.94560 -2.71346 3.68779
H -5.13681 -4.11130 2.97048
H -6.10955 -3.04236 1.96081
H -3.61723 -3.44645 0.92103
H -1.03207 -0.14862 1.86804
H -1.03667 -1.31293 -2.44893
H -2.72241 -1.76912 -2.25805
H -1.79168 -2.49598 -4.45966
H -2.43595 -4.90926 -4.31882
H -3.55101 -3.89200 -3.39945
H -2.88002 -5.87438 -2.06197
H -0.65276 -6.23137 -3.13214
H -0.51276 -6.16844 -1.37119
H 1.23861 -4.75925 -2.43111
H 0.01612 -4.21099 -4.53217
H 0.57459 -2.73685 -3.73092
H 0.76467 -2.65933 -1.21769
H 0.29832 -4.05061 -0.23849
H -2.13328 -4.69254 -0.03997
H -3.36026 -3.76287 -0.92779
*
```

Entry 4:
This record from the OMol25 dataset describes a structure of composition C20H41AlN2P3Se in a non-equilibrium geometry. The level of theory is ωB97M-V/def2-TZVPD.

LUMO = -11.01 eV

```
! RIJCOSX wB97M-V def2-TZVPD def2/J DEFGRID3
* xyz 3 1
Al -0.31279 0.65009 0.22031
P 0.27763 -0.46295 2.51394
P 1.97808 1.69362 0.27166
P -2.49281 -0.49993 0.22649
H 0.93189 0.47683 -2.36838
C -0.12219 0.49580 -2.08351
C -0.73737 1.71772 -1.73998
H -0.16439 2.65481 -1.76671
C 1.02407 -2.15030 2.57735
C 1.41419 0.35546 3.70043
C -1.14631 -0.69503 3.64713
C 2.35510 2.71585 -1.19602
C 2.45475 2.94083 1.53148
C 3.37554 0.51190 0.31309
C -3.46323 -0.15601 -1.28136
C -3.79239 -0.11912 1.46220
C -2.46776 -2.31934 0.25741
H -0.71425 -0.26961 -2.59142
H -1.79806 1.84804 -1.99590
H 1.22718 -2.41431 3.62828
H 1.95412 -2.15467 1.99457
H 0.33648 -2.87510 2.12343
H 1.47571 -0.29070 4.58995
H 1.01427 1.33453 3.99206
H 2.41422 0.47915 3.26566
H -0.75966 -1.00026 4.63459
H -1.81868 -1.46962 3.25336
H -1.69563 0.25043 3.75280
H 3.44324 2.86506 -1.24496
H 1.86454 3.69194 -1.08207
H 2.00311 2.25228 -2.12098
H 3.49029 3.27200 1.36020
H 2.37252 2.54485 2.54889
H 1.78983 3.80911 1.43814
H 4.31008 0.99961 -0.00720
H 3.15703 -0.33141 -0.35750
H 3.50273 0.12048 1.33175
H -4.27943 -0.89063 -1.30948
H -2.85351 -0.24974 -2.18475
H -3.88939 0.85518 -1.23935
H -4.64697 -0.79730 1.31384
H -4.13502 0.91379 1.32420
H -3.42715 -0.22414 2.48791
H -3.43292 -2.71144 -0.09668
H -2.28479 -2.66383 1.28335
H -1.65624 -2.68330 -0.38872
C 1.39899 -2.99607 -2.83090
C 1.31905 -2.14398 -3.94862
C 1.61528 -2.63135 -5.23257
C 1.98009 -3.97466 -5.41396
C 2.06193 -4.82538 -4.29997
C 1.76387 -4.33966 -3.02849
Se 1.06762 -2.46406 -0.98627
H 0.59203 -0.92442 -0.91886
H 1.02305 -1.09658 -3.82212
H 1.56086 -1.95838 -6.08914
H 2.20066 -4.35078 -6.42106
H 2.35789 -5.86046 -4.43716
H 1.81573 -5.01116 -2.17520
N -2.62441 3.92955 1.22009
C -1.77903 3.96593 2.32781
C -0.91709 2.93464 2.18859
N -1.20686 2.26575 0.99589
C -2.25001 2.89863 0.45259
H -3.38156 4.57033 0.98541
H -1.86631 4.70470 3.09713
H -0.09990 2.64666 2.83410
H -2.70754 2.64011 -0.48684
*
```

Number 1: E_tot -17200.96846 Ha. Number 2: E_tot -4329.63440 Ha. Number 3: E_tot -1699.04489 Ha. Number 4: E_tot -4563.17497 Ha.